{
  "formula": "C35H41AlF4N4SbSi",
  "method": "ωB97M-V/def2-TZVPD",
  "charge": 1,
  "homo_energy_ev": -10.062,
  "de_lowest_kj_mol": 84.7,
  "mol_weight_g_mol": 770.561,
  "e_lumo_ev": -2.39,
  "elements": ["Al", "N", "C", "C", "N", "H", "H", "H", "H", "H", "H", "H", "H", "C", "Si", "C", "C", "N", "C", "C", "C", "C", "C", "C", "F", "H", "H", "H", "H", "H", "H", "H", "H", "H", "H", "H", "H", "H", "F", "C", "C", "C", "C", "C", "C", "Sb", "C", "C", "C", "C", "F", "C", "C", "C", "C", "C", "C", "F", "C", "C", "H", "H", "H", "H", "H", "H", "H", "H", "H", "H", "H", "H", "C", "C", "C", "C", "C", "C", "N", "H", "H", "H", "H", "H", "H", "H", "H"],
  "coordinates": [[-1.7385, -0.8254, -0.6651], [-0.6148, -1.0963, -2.4387], [0.0567, 0.0860, -3.0165], [-0.6799, 1.2853, -2.4400], [-0.7258, 1.0433, -0.9883], [0.0369, -1.8607, -2.2877], [-1.3025, -1.4754, -3.0864], [0.0452, 0.0864, -4.1050], [1.0970, 0.1021, -2.6845], [-1.7071, 1.3014, -2.8166], [-0.1967, 2.2281, -2.6928], [-1.2877, 1.7539, -0.5220], [0.2197, 1.1428, -0.6144], [-3.2144, -2.5964, -3.6420], [-3.1198, -3.6154, -2.0375], [-2.0239, -5.1089, -2.3987], [-4.8883, -4.0860, -1.6047], [-2.2837, -2.6171, -0.8466], [-1.8816, -3.2053, 0.3569], [-2.3855, -4.3612, 0.9686], [-1.8771, -4.8096, 2.1773], [-0.8516, -4.1395, 2.8355], [-0.3087, -3.0014, 2.2591], [-0.8427, -2.6089, 1.0640], [-0.2930, -1.4563, 0.3859], [-4.0989, -2.9148, -4.1975], [-2.3616, -2.7749, -4.3039], [-3.3303, -1.5217, -3.4777], [-2.3026, -5.5534, -3.3571], [-2.1120, -5.8922, -1.6437], [-0.9702, -4.8281, -2.4586], [-5.2051, -4.9352, -2.2145], [-5.5641, -3.2560, -1.8163], [-5.0218, -4.3650, -0.5594], [-3.1851, -4.9080, 0.4883], [-2.2983, -5.7023, 2.6204], [-0.4741, -4.5033, 3.7797], [0.4973, -2.4468, 2.7219], [5.8489, 3.6942, 5.8761], [5.1497, 3.1231, 4.8877], [5.3002, 3.6061, 3.6002], [4.5692, 3.0177, 2.5812], [3.7075, 1.9604, 2.8539], [3.5778, 1.4946, 4.1583], [4.3019, 2.0754, 5.1896], [2.4554, 1.1083, 1.3363], [1.8267, 3.0255, 0.5674], [1.3554, 3.9600, 1.4896], [0.7639, 5.1422, 1.0735], [0.6551, 5.3835, -0.2841], [0.0751, 6.5160, -0.6979], [1.1295, 4.4932, -1.2281], [1.7050, 3.3065, -0.7909], [3.8861, 0.6431, -0.2009], [4.5643, 1.5756, -0.9801], [5.4191, 1.1637, -1.9927], [5.5884, -0.1911, -2.2095], [6.4060, -0.5929, -3.1911], [4.9397, -1.1462, -1.4496], [4.0829, -0.7156, -0.4476], [5.9749, 4.4308, 3.4134], [4.6735, 3.3946, 1.5708], [2.9071, 0.6730, 4.3820], [4.2136, 1.7330, 6.2118], [1.4666, 3.7697, 2.5517], [0.3862, 5.8670, 1.7819], [1.0514, 4.7381, -2.2797], [2.0957, 2.6094, -1.5267], [4.4376, 2.6372, -0.8042], [5.9539, 1.8722, -2.6113], [5.1089, -2.1967, -1.6452], [3.5660, -1.4531, 0.1580], [-1.2769, 1.0464, 2.1331], [-2.6120, 0.9922, 1.4506], [-3.7143, 1.7475, 1.7311], [-4.7489, 1.3435, 0.8429], [-4.2411, 0.3530, 0.0561], [-4.9031, -0.4330, -1.0314], [-2.9119, 0.1209, 0.4016], [-1.4152, 1.1957, 3.2038], [-0.6722, 1.8842, 1.7715], [-0.7102, 0.1281, 2.0016], [-3.7844, 2.4966, 2.5041], [-5.7490, 1.7454, 0.8044], [-5.7852, 0.0903, -1.3939], [-5.2067, -1.4232, -0.6848], [-4.2176, -0.5696, -1.8755]],
  "forces_ev_per_a": [[0.5, 0.2, -0.5], [-0.3, -0.1, -0.2], [-0.1, 0.3, 0.1], [0.1, -0.2, -0.1], [-0.2, 0.1, 0.1], [0.0, 0.0, 0.1], [0.1, 0.0, -0.1], [0.0, -0.1, 0.0], [0.0, -0.1, 0.0], [0.0, 0.1, 0.0], [0.0, 0.0, 0.0], [0.0, 0.0, 0.1], [-0.1, 0.0, 0.1], [0.0, -0.2, 0.2], [0.2, 0.2, -0.3], [-0.3, 0.1, 0.1], [0.3, 0.0, 0.1], [-0.2, 0.1, 0.3], [0.1, 0.1, -0.1], [0.0, 0.0, 0.0], [0.0, 0.0, 0.0], [-0.1, -0.1, 0.0], [0.2, 0.2, 0.0], [-0.1, -0.5, 0.2], [0.0, 0.0, 0.3], [0.0, 0.0, 0.0], [0.0, 0.0, 0.0], [0.0, 0.0, -0.1], [0.0, 0.0, 0.0], [0.0, 0.0, 0.0], [0.0, 0.1, 0.0], [0.0, 0.0, 0.0], [0.0, 0.0, 0.0], [0.0, 0.0, 0.0], [0.0, 0.0, 0.0], [0.0, 0.0, 0.0], [0.0, 0.0, 0.0], [0.0, 0.0, 0.0], [0.0, 0.0, 0.0], [-0.1, -0.1, -0.1], [0.1, 0.1, 0.0], [0.1, 0.0, 0.1], [-0.3, -0.2, -0.3], [0.1, 0.1, 0.0], [0.0, 0.0, 0.1], [0.5, 0.3, 0.0], [0.0, -0.3, 0.1], [0.0, 0.0, 0.0], [0.0, 0.0, 0.0], [0.0, -0.1, 0.0], [0.0, 0.1, 0.0], [0.0, 0.0, -0.1], [0.1, 0.0, 0.0], [-0.3, 0.0, 0.2], [0.1, 0.0, 0.0], [0.0, 0.0, 0.0], [-0.1, 0.0, 0.1], [0.0, 0.0, 0.0], [0.0, 0.0, 0.0], [0.0, 0.1, 0.0], [0.0, 0.0, 0.0], [0.0, 0.0, 0.0], [0.0, 0.0, 0.0], [0.0, 0.0, 0.0], [-0.1, 0.0, 0.0], [0.0, 0.0, 0.0], [0.0, 0.0, 0.0], [0.0, 0.0, 0.0], [0.0, 0.0, 0.0], [0.0, 0.0, 0.0], [0.0, 0.0, 0.0], [0.0, 0.0, 0.0], [-0.2, 0.0, -0.1], [0.0, 0.1, 0.0], [-0.1, -0.1, 0.0], [0.0, 0.1, 0.0], [0.0, -0.1, -0.1], [0.1, 0.1, 0.2], [-0.2, -0.1, 0.1], [0.0, 0.0, 0.0], [0.1, 0.0, 0.0], [0.1, 0.0, 0.1], [0.0, 0.0, 0.0], [0.0, -0.1, 0.0], [0.0, 0.0, -0.1], [0.0, 0.0, 0.0], [-0.2, 0.0, -0.1]]
}

---

{
  "formula": "C35H41AsBN4OS4ScSi2",
  "method": "ωB97M-V/def2-TZVPD",
  "charge": -2,
  "homo_energy_ev": -1.650,
  "de_lowest_kj_mol": 10.9,
  "mol_weight_g_mol": 848.870,
  "e_lumo_ev": 4.06,
  "elements": ["Sc", "S", "S", "S", "S", "B", "N", "C", "C", "C", "N", "N", "C", "C", "C", "N", "H", "H", "H", "H", "H", "H", "H", "H", "C", "Si", "C", "C", "O", "H", "H", "H", "H", "H", "H", "H", "H", "H", "C", "C", "C", "C", "C", "C", "As", "C", "C", "C", "C", "C", "C", "C", "C", "C", "C", "C", "C", "H", "H", "H", "H", "H", "H", "H", "H", "H", "H", "H", "H", "H", "C", "Si", "C", "C", "C", "C", "C", "C", "C", "H", "H", "H", "H", "H", "H", "H", "H", "H", "H", "H"],
  "coordinates": [[-2.4583, 0.2073, 1.0824], [-3.4321, 2.3700, 2.3886], [-1.9759, 3.6556, 1.7102], [-2.1979, 3.6906, -0.3366], [-1.6331, 1.7952, -0.9597], [-5.7002, -0.8960, 2.3741], [-4.5619, -1.9520, 2.5138], [-4.6691, -3.2675, 2.7418], [-3.3953, -3.8203, 2.7678], [-2.5527, -2.7319, 2.5269], [-3.2638, -1.6164, 2.3836], [-5.7328, -0.4389, 0.8817], [-6.7696, -0.4139, 0.0341], [-6.3460, 0.1426, -1.1634], [-4.9946, 0.4326, -0.9450], [-4.6420, 0.0785, 0.2877], [-6.7593, -1.4374, 2.6358], [-5.4499, 0.0556, 3.0802], [-5.6368, -3.7214, 2.8800], [-3.1276, -4.8550, 2.9248], [-1.4757, -2.6967, 2.4381], [-7.7380, -0.7791, 0.3399], [-6.9293, 0.3176, -2.0546], [-4.2645, 0.8795, -1.5983], [-0.2538, -3.2609, -1.4123], [-1.7904, -2.1666, -1.5081], [-3.2630, -3.3273, -1.6273], [-1.6209, -1.2273, -3.1378], [-1.9585, -1.2391, -0.2106], [-0.2223, -3.9588, -2.2611], [-0.2228, -3.8433, -0.4817], [0.6479, -2.6368, -1.4486], [-3.1712, -4.0635, -2.4384], [-4.1936, -2.7602, -1.7715], [-3.3555, -3.8695, -0.6744], [-2.4956, -1.3371, -3.7915], [-0.7349, -1.5657, -3.6911], [-1.4957, -0.1612, -2.9248], [3.7153, -0.2286, -6.2102], [3.2444, -1.2502, -5.3944], [2.6318, -0.9469, -4.1859], [2.4894, 0.3756, -3.7629], [2.9513, 1.3942, -4.5946], [3.5630, 1.0932, -5.8073], [1.6850, 0.6517, -1.9639], [3.4698, 0.5890, -1.1375], [4.1851, -0.5486, -0.7945], [5.4443, -0.4255, -0.2196], [5.9764, 0.8375, 0.0205], [5.2639, 1.9769, -0.3274], [4.0101, 1.8578, -0.9206], [3.1422, 2.9757, -1.3542], [3.4416, 4.3285, -1.2346], [2.5157, 5.2796, -1.6424], [1.2828, 4.8894, -2.1546], [0.9776, 3.5383, -2.2816], [1.9142, 2.5874, -1.9026], [4.1919, -0.4599, -7.1551], [3.3436, -2.2843, -5.7063], [2.2577, -1.7512, -3.5560], [2.8432, 2.4289, -4.2930], [3.9180, 1.8978, -6.4407], [3.7569, -1.5292, -0.9656], [6.0033, -1.3099, 0.0601], [6.9478, 0.9313, 0.4911], [5.6837, 2.9563, -0.1275], [4.3860, 4.6470, -0.8052], [2.7460, 6.3333, -1.5375], [0.5468, 5.6327, -2.4298], [0.0013, 3.2241, -2.6294], [1.1351, 1.6807, 1.8254], [0.0370, 0.2198, 2.3662], [1.0468, -1.2661, 1.6684], [0.5732, 0.0638, 4.2181], [1.1070, 1.1335, 4.9489], [1.5078, 0.9939, 6.2774], [1.3645, -0.2250, 6.9301], [0.8171, -1.3008, 6.2371], [0.4341, -1.1514, 4.9072], [2.1915, 1.5044, 2.0704], [0.8089, 2.6212, 2.2798], [1.0314, 1.8242, 0.7462], [2.1232, -1.0595, 1.6965], [0.7457, -1.4661, 0.6353], [0.8646, -2.1877, 2.2405], [1.2128, 2.1033, 4.4683], [1.9433, 1.8387, 6.8016], [1.6665, -0.3348, 7.9662], [0.6870, -2.2557, 6.7366], [0.0093, -2.0095, 4.3883]],
  "forces_ev_per_a": [[0.0, -0.1, -0.5], [0.1, -0.3, -0.1], [0.1, 0.0, -0.1], [0.0, 0.1, 0.0], [-0.2, -0.2, 0.4], [0.1, 0.1, 0.0], [0.0, -0.1, 0.1], [0.2, 0.0, 0.0], [-0.1, 0.0, 0.0], [0.0, 0.0, 0.1], [0.0, 0.2, -0.1], [0.0, 0.0, 0.1], [0.1, 0.1, -0.1], [0.0, 0.0, 0.0], [-0.2, -0.1, 0.0], [-0.2, -0.1, -0.1], [0.1, 0.0, -0.1], [0.0, -0.1, -0.1], [0.0, 0.0, 0.0], [0.0, 0.1, 0.0], [-0.1, 0.0, 0.0], [0.1, 0.0, 0.0], [0.1, 0.0, 0.1], [0.1, 0.0, 0.0], [0.1, -0.1, 0.1], [0.0, -0.2, 0.0], [-0.2, -0.2, 0.1], [0.0, 0.1, -0.1], [0.1, 0.5, 0.2], [0.0, 0.1, 0.1], [0.0, 0.1, -0.1], [-0.1, -0.1, 0.0], [0.0, 0.1, 0.1], [0.2, -0.1, 0.0], [0.0, 0.1, -0.2], [0.1, 0.0, 0.1], [-0.1, 0.0, 0.0], [0.0, 0.0, -0.1], [0.0, 0.1, 0.1], [0.0, 0.0, 0.0], [-0.1, 0.0, 0.1], [-0.1, 0.0, -0.1], [0.0, -0.1, 0.0], [-0.1, -0.1, 0.0], [0.3, 0.1, 0.0], [0.0, -0.1, 0.0], [0.0, 0.1, 0.0], [0.0, 0.1, 0.0], [-0.1, 0.0, 0.0], [0.0, 0.0, 0.0], [0.0, 0.1, 0.0], [0.0, -0.1, 0.0], [0.0, 0.1, 0.0], [0.0, -0.1, 0.0], [0.1, -0.1, 0.0], [0.0, 0.0, 0.0], [0.0, 0.0, 0.1], [0.0, 0.0, 0.0], [0.0, 0.0, 0.0], [0.0, 0.0, -0.1], [0.0, 0.0, 0.0], [0.0, 0.0, 0.0], [0.0, 0.0, 0.0], [0.0, 0.0, 0.0], [0.0, 0.0, 0.0], [0.0, 0.0, 0.0], [0.0, 0.0, 0.0], [0.0, 0.0, 0.0], [0.0, 0.0, 0.0], [0.0, 0.0, 0.0], [0.0, 0.1, 0.0], [0.4, -0.1, 0.0], [-0.1, -0.2, 0.0], [-0.3, 0.0, 0.2], [0.0, 0.0, 0.1], [0.0, -0.1, -0.1], [0.0, 0.0, -0.1], [0.0, 0.1, -0.1], [0.0, 0.0, 0.1], [0.0, 0.0, 0.0], [0.0, 0.0, 0.0], [0.0, 0.0, 0.0], [0.0, 0.0, 0.0], [0.1, 0.0, 0.0], [0.0, 0.1, -0.1], [0.0, -0.1, 0.0], [-0.1, 0.0, 0.0], [0.0, 0.0, 0.0], [0.0, 0.0, 0.0], [0.0, 0.1, 0.1]]
}

---

{
  "formula": "C35H41B2BrF4N9OPb",
  "method": "ωB97M-V/def2-TZVPD",
  "charge": -1,
  "homo_energy_ev": -4.677,
  "de_lowest_kj_mol": 523.8,
  "mol_weight_g_mol": 988.495,
  "e_lumo_ev": 2.03,
  "elements": ["Pb", "C", "C", "C", "C", "C", "N", "N", "B", "N", "N", "C", "C", "C", "C", "C", "N", "N", "C", "C", "C", "C", "C", "H", "H", "H", "H", "H", "H", "H", "H", "H", "H", "H", "H", "H", "H", "H", "H", "H", "H", "H", "H", "H", "H", "Br", "C", "C", "C", "C", "C", "C", "N", "N", "C", "C", "C", "C", "O", "C", "N", "C", "C", "C", "C", "H", "H", "H", "H", "H", "H", "H", "H", "H", "C", "C", "C", "C", "C", "H", "H", "H", "H", "H", "H", "H", "H", "H", "H", "F", "B", "F", "F", "F"],
  "coordinates": [[-0.6106, 0.5789, 0.3076], [-3.9790, 1.4106, -1.5194], [-3.7123, 2.1618, -0.2661], [-4.5984, 3.0044, 0.4092], [-3.8835, 3.5022, 1.4797], [-4.3613, 4.4260, 2.5433], [-2.6421, 2.9810, 1.4213], [-2.5469, 2.1575, 0.3654], [-1.4466, 3.3405, 2.3148], [-1.0731, 2.1756, 3.2465], [-0.6947, 0.9831, 2.7715], [-0.4076, 0.1977, 3.7985], [0.0421, -1.2091, 3.6506], [-0.6023, 0.9076, 4.9875], [-1.0275, 2.1620, 4.5936], [-1.3798, 3.3193, 5.4601], [-0.2442, 3.6654, 1.4047], [0.1325, 2.8664, 0.4017], [1.1101, 3.4619, -0.2649], [1.7316, 2.8438, -1.4637], [1.3909, 4.6913, 0.3385], [0.5068, 4.7812, 1.4002], [0.3766, 5.8808, 2.3952], [-5.0489, 1.3912, -1.7116], [-3.4788, 1.8893, -2.3628], [-3.6253, 0.3908, -1.4210], [-5.6211, 3.1998, 0.1607], [-5.4085, 4.6598, 2.3701], [-4.2621, 3.9565, 3.5198], [-3.7897, 5.3526, 2.5447], [-1.7160, 4.2929, 2.9622], [0.1615, -1.4416, 2.5994], [0.9909, -1.3614, 4.1657], [-0.6966, -1.8842, 4.0818], [-0.4533, 0.5482, 5.9862], [-1.2712, 3.0299, 6.5020], [-0.7285, 4.1684, 5.2591], [-2.4070, 3.6335, 5.2868], [1.0488, 2.0954, -1.8624], [1.9485, 3.5975, -2.2191], [2.6561, 2.3427, -1.1832], [2.1329, 5.4085, 0.0468], [1.1197, 6.6460, 2.1868], [-0.6141, 6.3296, 2.3537], [0.5305, 5.4995, 3.4028], [0.8255, -5.5051, -5.8093], [1.9401, -5.3346, -4.2650], [2.6404, -4.1572, -4.0646], [3.4309, -4.0165, -2.9479], [3.5740, -5.0760, -2.0337], [2.8882, -6.2740, -2.2914], [2.0613, -6.3955, -3.3836], [4.5467, -5.0502, -1.0787], [4.8422, -4.1202, -0.2936], [4.0207, -3.1093, 0.0665], [4.6562, -1.9214, 0.4712], [3.9662, -0.7606, 0.6786], [2.5538, -0.6738, 0.5202], [1.9435, 0.4196, 0.5848], [1.8666, -1.9477, 0.3030], [0.5289, -1.9261, 0.3530], [-0.1522, -3.0472, 0.2940], [0.4721, -4.2966, 0.2329], [1.8426, -4.3479, 0.1574], [2.5864, -3.1523, 0.1175], [2.5573, -3.3546, -4.7826], [3.9678, -3.0946, -2.7739], [3.0007, -7.0951, -1.5989], [1.5086, -7.3064, -3.5551], [5.7360, -1.9362, 0.5303], [4.4895, 0.1449, 0.9446], [-1.2268, -2.9681, 0.3461], [-0.1183, -5.1992, 0.2623], [2.3525, -5.3007, 0.1817], [1.6782, -0.6139, -3.0102], [0.2352, -0.2746, -3.3318], [-0.7475, -1.4215, -2.8111], [0.0171, -0.0460, -4.8231], [-0.5181, 0.4426, -2.3507], [1.9881, -1.5124, -3.5379], [1.8057, -0.7638, -1.9428], [2.3264, 0.2043, -3.3205], [-0.3542, -2.2875, -3.3430], [-1.7856, -1.3009, -3.1068], [-0.6860, -1.6540, -1.7519], [0.3859, -0.8943, -5.3983], [0.5549, 0.8441, -5.1465], [-1.0397, 0.0893, -5.0451], [-1.3993, 0.9232, -2.7820], [-2.6835, -1.2750, -0.1142], [-3.8818, -1.7950, 0.4368], [-4.8887, -1.5780, -0.4838], [-4.1500, -1.1685, 1.6272], [-3.7047, -3.1535, 0.6300]],
  "forces_ev_per_a": [[-0.2, -1.0, 0.1], [0.2, -0.1, 0.0], [-0.1, 0.3, 0.3], [0.2, 0.1, 0.2], [-0.3, 0.0, -0.2], [0.2, 0.0, 0.0], [-0.5, 0.4, 0.3], [-0.2, -0.1, -0.6], [0.1, -0.5, -0.3], [-0.1, 0.4, 0.8], [0.2, -0.4, 0.1], [0.0, 0.3, 0.2], [0.0, 0.1, -0.1], [-0.1, 0.2, -0.1], [0.1, -0.2, 0.2], [0.0, 0.0, -0.2], [0.1, 0.7, 0.3], [0.4, 0.0, -0.6], [0.0, 0.2, 0.2], [0.1, 0.0, 0.2], [-0.2, -0.1, 0.1], [0.3, 0.1, -0.2], [-0.1, -0.1, 0.0], [0.0, -0.1, 0.0], [0.0, 0.0, -0.1], [0.0, -0.2, -0.1], [-0.3, 0.1, 0.0], [-0.1, 0.0, 0.0], [0.0, 0.1, 0.2], [0.0, 0.1, 0.1], [0.0, 0.2, 0.2], [0.1, -0.2, -0.1], [0.0, 0.0, 0.0], [0.0, -0.1, 0.0], [0.0, 0.0, 0.2], [0.0, 0.0, 0.1], [0.0, 0.1, 0.1], [-0.1, 0.1, 0.1], [0.1, -0.1, -0.2], [0.0, 0.0, -0.1], [0.1, -0.1, -0.1], [0.1, 0.2, 0.0], [0.0, 0.0, 0.0], [-0.1, 0.1, 0.1], [0.0, 0.1, 0.1], [0.1, 0.0, 0.2], [-0.1, -0.1, -0.3], [-0.3, 0.0, -0.2], [0.1, -0.2, 0.4], [-1.0, 0.2, -1.2], [0.2, 0.4, 0.4], [-0.3, 0.1, -0.3], [1.3, -0.7, 0.8], [0.8, -0.5, 0.1], [-0.7, 0.9, 0.2], [-0.2, -0.5, -0.3], [-0.1, 0.3, 0.1], [0.6, 0.0, 0.0], [-0.3, 0.1, 0.0], [0.3, -0.6, 0.0], [-0.1, -0.2, 0.0], [0.0, -0.1, 0.1], [0.4, -0.1, 0.0], [-0.3, 0.0, 0.0], [0.1, 0.2, 0.1], [0.0, 0.1, -0.1], [0.1, 0.1, 0.0], [0.1, -0.1, 0.0], [0.0, -0.1, 0.0], [0.1, 0.0, 0.0], [0.0, 0.1, 0.0], [-0.3, 0.0, 0.0], [-0.1, -0.1, 0.0], [0.0, 0.0, -0.1], [-0.2, 0.0, 0.1], [0.0, 0.7, -0.2], [-0.5, -0.6, 0.3], [-0.1, 0.0, 0.2], [0.8, 0.5, -0.7], [0.1, -0.1, 0.0], [0.1, 0.0, 0.1], [0.0, 0.1, 0.0], [0.1, 0.0, -0.1], [-0.1, 0.0, 0.0], [0.0, -0.1, 0.0], [0.0, -0.1, -0.1], [0.1, 0.1, 0.0], [-0.1, 0.0, 0.0], [-0.3, -0.2, -0.3], [0.8, 0.3, -0.4], [-0.2, -0.2, -0.1], [-0.7, 0.2, -0.6], [-0.1, 0.5, 0.7], [0.2, -0.9, 0.1]]
}